## 1
# C48H50N4O6PRbS3

A molecular structure, C48H50N4O6PRbS3 (ωB97M-V with the def2-TZVPD basis set, OMol25).

Positions of all 113 atoms, in Å:
Rb  0.550  0.225  0.788
C  1.998  -1.223  4.293
C  2.404  -2.153  3.151
N  1.319  -2.437  2.208
C  0.171  -3.140  2.772
C  -1.174  -2.461  2.504
N  -1.208  -1.054  2.851
C  -1.015  -0.718  4.250
C  0.081  0.327  4.476
N  1.343  -0.001  3.831
H  1.335  -1.755  4.981
H  2.902  -1.016  4.872
H  3.216  -1.685  2.590
H  2.819  -3.064  3.608
H  1.687  -2.948  1.417
H  0.100  -4.165  2.388
H  0.313  -3.245  3.851
H  -1.415  -2.539  1.437
H  -1.937  -3.058  3.041
H  -2.028  -0.606  2.453
H  -1.936  -0.322  4.696
H  -0.781  -1.622  4.819
H  -0.260  1.281  4.062
H  0.180  0.460  5.569
H  1.981  0.778  3.910
C  -3.881  1.003  -4.788
C  -3.447  -0.288  -5.070
C  -2.449  -0.869  -4.303
C  -1.884  -0.178  -3.232
C  -2.350  1.099  -2.937
C  -3.330  1.696  -3.722
P  -0.519  -0.803  -2.176
C  -0.865  -2.600  -2.084
C  0.164  -3.542  -2.017
C  -0.107  -4.873  -1.721
C  -1.410  -5.290  -1.494
C  -2.444  -4.363  -1.555
C  -2.173  -3.031  -1.836
C  0.911  -0.700  -3.322
C  0.989  -1.531  -4.414
C  2.061  -1.442  -5.323
C  3.032  -0.501  -5.122
C  2.978  0.380  -4.016
C  3.981  1.364  -3.843
C  3.897  2.226  -2.788
C  2.824  2.124  -1.871
C  1.807  1.185  -1.932
C  1.909  0.299  -3.067
H  -4.656  1.459  -5.393
H  -3.883  -0.839  -5.895
H  -2.114  -1.874  -4.531
H  -1.963  1.607  -2.062
H  -3.681  2.692  -3.476
H  1.186  -3.232  -2.197
H  0.709  -5.585  -1.671
H  -1.620  -6.328  -1.266
H  -3.467  -4.669  -1.374
H  -2.993  -2.319  -1.854
H  0.223  -2.279  -4.581
H  2.105  -2.113  -6.173
H  3.863  -0.408  -5.816
H  4.795  1.418  -4.560
H  4.659  2.989  -2.648
H  2.823  2.871  -1.073
C  -2.413  4.011  0.598
S  -0.958  2.999  0.317
O  -0.332  2.804  1.665
C  0.057  4.203  -0.529
C  0.093  4.157  -1.916
C  0.907  5.047  -2.600
C  1.694  5.949  -1.896
C  1.673  5.965  -0.508
C  0.848  5.089  0.183
H  -2.132  4.847  1.239
H  -3.135  3.350  1.078
H  -2.803  4.359  -0.358
H  -0.464  3.395  -2.446
H  0.965  5.001  -3.680
H  2.353  6.620  -2.432
H  2.316  6.644  0.039
H  0.838  5.061  1.266
N  2.843  3.089  1.908
C  3.608  2.330  2.808
C  4.422  1.291  2.361
C  5.163  0.540  3.266
C  5.109  0.808  4.624
C  4.325  1.865  5.070
C  3.589  2.626  4.175
S  5.941  -0.238  5.819
O  6.568  0.688  6.753
O  6.876  -1.034  5.035
O  4.847  -1.010  6.404
H  1.942  3.366  2.278
H  2.696  2.623  1.023
H  4.457  1.064  1.300
H  5.786  -0.278  2.927
H  4.295  2.085  6.130
H  2.979  3.451  4.530
O  -7.029  -3.752  -2.979
C  -6.513  -3.891  -1.724
O  -6.666  -4.948  -1.163
C  -5.807  -2.728  -1.155
C  -5.615  -1.513  -1.826
C  -4.923  -0.473  -1.244
C  -4.341  -0.595  0.037
S  -3.336  0.641  0.699
C  -4.580  -1.809  0.719
C  -5.288  -2.838  0.140
H  -6.820  -2.872  -3.308
H  -5.982  -1.344  -2.836
H  -4.773  0.445  -1.791
H  -4.166  -1.932  1.712
H  -5.438  -3.768  0.674

Values from the calculation:
Molar mass   991.6 Da
Net charge   -2

Atom charges from the Löwdin analysis, given in e for atoms 1 to 99:
1. Rb 0.609
2. C -0.192
3. C -0.205
4. N -0.102
5. C -0.217
6. C -0.236
7. N -0.122
8. C -0.214
9. C -0.219
10. N -0.069
11. H 0.104
12. H 0.098
13. H 0.108
14. H 0.119
15. H 0.098
16. H 0.114
17. H 0.099
18. H 0.109
19. H 0.112
20. H -0.002
21. H 0.115
22. H 0.099
23. H 0.105
24. H 0.115
25. H 0.068
26. C -0.107
27. C -0.095
28. C -0.088
29. C -0.342
30. C -0.117
31. C -0.098
32. P 1.054
33. C -0.374
34. C -0.104
35. C -0.100
36. C -0.102
37. C -0.073
38. C -0.087
39. C -0.320
40. C -0.119
41. C -0.100
42. C -0.061
43. C -0.190
44. C -0.084
45. C -0.112
46. C -0.195
47. C -0.146
48. C -0.227
49. H 0.093
50. H 0.095
51. H 0.101
52. H 0.055
53. H 0.102
54. H 0.104
55. H 0.095
56. H 0.094
57. H 0.096
58. H 0.087
59. H 0.091
60. H 0.090
61. H 0.099
62. H 0.093
63. H 0.089
64. H 0.056
65. C -0.241
66. S 0.772
67. O -0.620
68. C -0.385
69. C -0.085
70. C -0.077
71. C -0.090
72. C -0.077
73. C -0.083
74. H 0.060
75. H -0.004
76. H 0.060
77. H 0.098
78. H 0.106
79. H 0.097
80. H 0.102
81. H 0.103
82. N 0.115
83. C -0.345
84. C -0.035
85. C -0.067
86. C -0.286
87. C -0.067
88. C -0.055
89. S 0.398
90. O -0.379
91. O -0.380
92. O -0.379
93. H 0.054
94. H 0.047
95. H 0.112
96. H 0.109
97. H 0.114
98. H 0.108
99. O 0.086

=====

## 2
# C48H50N4O6PRbS3

A molecular structure, C48H50N4O6PRbS3 (ωB97M-V with the def2-TZVPD basis set, OMol25).

Positions of all 113 atoms, in Å:
Rb  -0.235  -0.376  -0.846
C  -1.987  -3.771  -2.265
C  -2.784  -3.254  -1.060
N  -1.920  -2.799  0.027
C  -1.176  -3.851  0.716
C  0.322  -3.532  0.846
N  0.910  -3.091  -0.405
C  0.982  -4.080  -1.466
C  0.419  -3.523  -2.785
N  -0.872  -2.883  -2.588
H  -1.602  -4.771  -2.051
H  -2.689  -3.868  -3.099
H  -3.383  -2.404  -1.386
H  -3.481  -4.047  -0.748
H  -2.481  -2.285  0.693
H  -1.562  -4.033  1.725
H  -1.296  -4.785  0.161
H  0.451  -2.721  1.570
H  0.813  -4.433  1.255
H  1.825  -2.688  -0.213
H  2.010  -4.417  -1.648
H  0.407  -4.966  -1.184
H  1.110  -2.760  -3.155
H  0.384  -4.345  -3.521
H  -1.111  -2.341  -3.407
C  4.002  4.043  2.730
C  3.055  3.815  3.720
C  1.920  3.068  3.446
C  1.710  2.531  2.177
C  2.677  2.751  1.201
C  3.812  3.504  1.467
P  0.214  1.558  1.693
C  -0.068  0.618  3.249
C  -1.373  0.318  3.655
C  -1.610  -0.564  4.699
C  -0.548  -1.192  5.336
C  0.750  -0.937  4.915
C  0.986  -0.044  3.881
C  -1.062  2.873  1.856
C  -1.446  3.472  3.031
C  -2.447  4.461  3.020
C  -3.058  4.820  1.849
C  -2.704  4.207  0.626
C  -3.334  4.526  -0.597
C  -2.922  3.901  -1.742
C  -1.875  2.954  -1.716
C  -1.200  2.560  -0.567
C  -1.667  3.226  0.615
H  4.888  4.629  2.946
H  3.206  4.221  4.714
H  1.201  2.891  4.235
H  2.542  2.298  0.230
H  4.555  3.658  0.693
H  -2.208  0.784  3.146
H  -2.627  -0.766  5.015
H  -0.731  -1.887  6.147
H  1.586  -1.446  5.381
H  2.003  0.141  3.556
H  -1.008  3.178  3.977
H  -2.737  4.932  3.953
H  -3.827  5.587  1.846
H  -4.145  5.248  -0.608
H  -3.410  4.133  -2.686
H  -1.596  2.540  -2.686
C  3.804  1.439  -2.815
S  2.130  1.128  -2.153
O  1.641  -0.058  -2.898
C  1.445  2.564  -3.017
C  1.238  3.761  -2.351
C  0.704  4.835  -3.048
C  0.362  4.700  -4.384
C  0.560  3.492  -5.041
C  1.112  2.422  -4.355
H  3.751  1.381  -3.900
H  4.464  0.672  -2.412
H  4.119  2.429  -2.488
H  1.463  3.845  -1.296
H  0.512  5.765  -2.529
H  -0.083  5.533  -4.914
H  0.272  3.375  -6.077
H  1.267  1.465  -4.838
N  -1.405  0.202  -4.360
C  -2.511  -0.658  -4.352
C  -3.568  -0.451  -3.467
C  -4.687  -1.274  -3.509
C  -4.759  -2.309  -4.423
C  -3.706  -2.530  -5.298
C  -2.590  -1.711  -5.269
S  -6.151  -3.448  -4.480
O  -6.532  -3.479  -5.889
O  -7.157  -2.870  -3.597
O  -5.578  -4.703  -3.998
H  -0.534  -0.225  -4.636
H  -1.297  0.739  -3.513
H  -3.504  0.356  -2.743
H  -5.518  -1.132  -2.828
H  -3.786  -3.355  -5.995
H  -1.759  -1.889  -5.945
O  4.982  -1.926  7.576
C  4.311  -2.766  6.728
O  3.902  -3.805  7.185
C  4.154  -2.333  5.339
C  4.576  -1.090  4.836
C  4.408  -0.750  3.515
C  3.791  -1.630  2.593
S  3.592  -1.202  0.952
C  3.358  -2.875  3.111
C  3.534  -3.208  4.431
H  5.261  -1.143  7.094
H  5.035  -0.349  5.486
H  4.738  0.218  3.160
H  2.883  -3.573  2.433
H  3.194  -4.163  4.811

Values from the calculation:
Molar mass   991.6 Da
Net charge   -2

Atom charges from the Löwdin analysis, given in e for atoms 1 to 99:
1. Rb 0.653
2. C -0.181
3. C -0.198
4. N -0.112
5. C -0.209
6. C -0.235
7. N -0.129
8. C -0.208
9. C -0.217
10. N -0.085
11. H 0.105
12. H 0.110
13. H 0.100
14. H 0.122
15. H 0.101
16. H 0.115
17. H 0.100
18. H 0.109
19. H 0.110
20. H 0.004
21. H 0.115
22. H 0.099
23. H 0.102
24. H 0.112
25. H 0.061
26. C -0.108
27. C -0.093
28. C -0.089
29. C -0.335
30. C -0.109
31. C -0.089
32. P 1.039
33. C -0.374
34. C -0.107
35. C -0.100
36. C -0.099
37. C -0.068
38. C -0.087
39. C -0.319
40. C -0.109
41. C -0.099
42. C -0.059
43. C -0.189
44. C -0.077
45. C -0.108
46. C -0.194
47. C -0.172
48. C -0.237
49. H 0.092
50. H 0.095
51. H 0.097
52. H 0.042
53. H 0.097
54. H 0.103
55. H 0.095
56. H 0.094
57. H 0.092
58. H 0.082
59. H 0.092
60. H 0.090
61. H 0.099
62. H 0.095
63. H 0.092
64. H 0.056
65. C -0.201
66. S 0.817
67. O -0.630
68. C -0.388
69. C -0.085
70. C -0.074
71. C -0.085
72. C -0.074
73. C -0.096
74. H 0.056
75. H 0.053
76. H 0.057
77. H 0.102
78. H 0.109
79. H 0.099
80. H 0.103
81. H 0.104
82. N 0.114
83. C -0.351
84. C -0.033
85. C -0.067
86. C -0.284
87. C -0.074
88. C -0.056
89. S 0.398
90. O -0.382
91. O -0.382
92. O -0.382
93. H 0.073
94. H 0.035
95. H 0.109
96. H 0.111
97. H 0.115
98. H 0.109
99. O 0.080

=====

Order from most stable to least stable according to the calculation: 1, 2